Record 1
Entry from the Open Molecules 2025 dataset: 2 unconnected molecules or ions with the total composition C8H15FN2O2 in a non-equilibrium geometry (the ωB97M-V functional and the def2-TZVPD basis).

```
! wB97M-V def2-TZVPD RIJCOSX def2/J DEFGRID3
* xyz 0 1
C -0.55406 -0.55016 -0.92059
C 0.11562 0.09568 -0.00737
C -2.94112 -1.19488 -1.50379
C 2.92504 0.36643 1.05689
C -0.24415 2.40440 0.66932
C -1.95865 -0.10939 -1.15054
C 2.02701 -1.91760 0.45799
C 2.16595 -0.50194 0.08113
N -0.00186 0.99965 0.93986
N 2.24220 -0.08762 -1.32811
O 1.92756 -0.92726 -2.13544
O 2.68025 1.00291 -1.51487
F 1.34854 -1.98115 1.70052
H -0.18312 -1.24790 -1.60283
H -3.09297 -1.94498 -0.84329
H -3.86656 -0.77344 -1.68753
H -2.79569 -1.61568 -2.55360
H 3.63548 -0.26482 1.51505
H 2.19016 0.69522 1.74395
H 3.31732 1.32702 0.81371
H -0.32330 2.56835 -0.35350
H -1.26878 2.82663 1.07316
H 0.54652 3.09390 0.97872
H -2.05225 0.64757 -1.94508
H -2.35287 0.39108 -0.23614
H 1.44649 -2.46262 -0.25053
H 3.05558 -2.38870 0.55711
H 0.43364 0.68245 1.90086
*
```

As for the total energy: -18325.2363 eV. Its HOMO energy is -8.219 eV. The value obtained for the HOMO-LUMO gap is 8.8320 eV. The calculation puts the LUMO energy at 0.0225 Eh. The energy above the lowest of the compared OMol25 structures with the same formula, charge and spin is 140.0 kcal/mol.

---

Record 2
Entry from the Open Molecules 2025 dataset: 2 unconnected molecules or ions with the total composition C8H15INO in a non-equilibrium geometry (the ωB97M-V functional and the def2-TZVPD basis).

```
! wB97M-V def2-TZVPD RIJCOSX def2/J DEFGRID3
* xyz 1 1
C -0.79857 -0.81482 -0.83961
C -1.70342 0.25975 -1.41856
C 3.97627 -0.80179 1.43503
C -2.02903 0.89029 -0.02829
C 3.27571 -0.94162 0.30710
C -1.82270 2.39557 0.12268
C -3.34573 0.41556 0.43276
C 3.26860 -2.12530 -0.54712
N -0.91468 0.03460 0.50882
O -0.24614 -1.80736 -0.98992
I 2.26449 0.84579 -0.58929
H -1.13459 0.96892 -1.99319
H -2.49033 0.00939 -2.11746
H 4.23925 0.01398 2.07653
H 4.62370 -1.68044 1.74386
H -0.88256 2.73120 -0.17586
H -1.84143 2.69583 1.09262
H -2.64296 2.95669 -0.39123
H -4.07299 0.17819 -0.33121
H -3.75948 1.25498 1.02532
H -3.21981 -0.47745 0.94056
H 3.74341 -2.84643 0.02373
H 4.16945 -1.95425 -1.27018
H 2.46075 -2.38532 -1.15998
H -0.11096 0.61130 0.76384
H -1.00624 -0.42726 1.37907
*
```

As for the total energy: -20168.3367 eV. Its HOMO energy is -12.466 eV. The value obtained for the HOMO-LUMO gap is 9.0111 eV. The calculation puts the LUMO energy at -0.1270 Eh. The energy above the lowest of the compared OMol25 structures with the same formula, charge and spin is 39.2 kcal/mol.

---

Record 3
Entry from the Open Molecules 2025 dataset: a molecular structure, C8H15Li2NO8 in a non-equilibrium geometry (the ωB97M-V functional and the def2-TZVPD basis).

```
! wB97M-V def2-TZVPD RIJCOSX def2/J DEFGRID3
* xyz -1 2
Li -18.48340 -5.53713 -6.75448
Li -17.61702 -6.76903 -4.52763
C -17.11805 -3.73037 -5.58738
O -16.91610 -4.93115 -5.29688
O -17.71799 -3.42993 -6.60233
O -16.80013 -2.81115 -4.81881
C -20.38523 -6.06612 -5.52934
O -19.34615 -6.67777 -5.30860
O -21.15452 -5.80979 -4.57125
O -20.54340 -5.46481 -6.57840
C -14.56962 -7.96648 -10.88880
O -14.83429 -7.46375 -9.62487
C -14.85722 -6.03170 -9.55826
C -15.69817 -5.47034 -8.34800
N -17.02761 -6.15532 -8.29362
C -17.92245 -5.72059 -9.35767
C -18.92690 -6.86108 -9.56096
O -19.97307 -6.48578 -10.52097
C -21.19900 -6.02580 -9.99371
H -13.49576 -8.12430 -10.98895
H -14.86416 -7.24750 -11.65328
H -15.13797 -8.89490 -10.94448
H -15.17274 -5.51673 -10.46564
H -13.85598 -5.61050 -9.46771
H -15.96374 -4.41568 -8.42047
H -15.29043 -5.58975 -7.34421
H -16.62141 -7.00789 -8.65171
H -17.56113 -5.40148 -10.33529
H -18.47989 -4.87465 -8.95549
H -19.35761 -7.23761 -8.63316
H -18.53486 -7.76448 -10.02815
H -21.68363 -6.71209 -9.29929
H -21.89143 -6.15858 -10.82498
H -21.39433 -5.00086 -9.67834
*
```

As for the total energy: -26820.7596 eV. Its HOMO energy (spin up / spin down) is -2.772 / -2.667 eV. The value obtained for the HOMO-LUMO gap (spin up / spin down) is 4.6976 / 3.7772 eV. As for the expectation value of S²: 0.757. The calculation puts the LUMO energy (spin up / spin down) at 0.0708 / 0.0408 Eh. The energy above the lowest of the compared OMol25 structures with the same formula, charge and spin is 25.0 kcal/mol.